Entry from the Open Molecules 2025 dataset: C40H34N6SbTi as an isolated structure (the ωB97M-V functional and the def2-TZVPD basis).

The calculation puts the HOMO energy (alpha / beta) at -13.20 / -13.20 eV. The spin multiplicity is 2. As for the total charge: +2. For the relative energy (zero: lowest compared OMol25 entry of this formula, charge and spin), the calculation gives 0.000 eV. For the HOMO-LUMO gap (alpha / beta), the calculation gives 6.538 / 6.217 eV.

Structure (XYZ):
```
82
C40H34N6SbTi, DFT the ωB97M-V functional and the def2-TZVPD basis
H 3.35 -4.09 -3.00
H 3.50 4.78 -0.48
H -0.76 0.78 -5.80
C 0.08 0.57 -3.85
H 1.16 -1.01 4.38
H -1.32 3.37 -0.48
C -0.70 3.37 0.41
N 0.43 0.92 2.76
H -7.33 2.51 3.09
C -2.05 -2.70 -3.26
H -5.37 3.37 1.84
C 0.75 -3.09 4.00
C -0.82 -3.10 -1.22
C 3.09 -3.59 -2.08
H -3.62 -1.25 -3.16
C -3.81 2.05 1.30
C 0.68 -1.74 3.74
C 1.34 1.18 -5.80
C -1.06 -3.38 -2.55
C -5.01 2.35 1.88
H 3.41 0.13 1.19
H 3.36 1.05 -3.08
C 2.16 -1.68 -0.95
H 4.99 4.09 1.37
C -0.03 -1.33 2.61
Ti -1.35 0.26 0.41
C 0.73 4.47 1.96
H -0.22 5.44 0.29
H -5.70 -0.78 2.97
H 3.44 1.52 -5.50
C 3.46 3.76 -0.10
C 2.50 -2.34 -2.13
H 1.23 5.36 2.32
N -1.35 -1.63 0.71
C -3.98 -0.16 1.89
C 1.24 0.64 -3.08
H 3.79 -5.19 -0.83
C 2.50 1.25 -5.03
H 1.96 3.15 -1.50
C -1.60 -2.14 -0.57
C -2.62 -1.48 -1.27
C 2.41 -2.30 0.28
H -0.01 -3.60 -0.69
H 2.14 -1.82 1.21
C -0.66 -2.24 1.75
N -3.26 0.81 1.28
C 3.40 1.15 0.84
H -3.34 -0.87 -0.73
C 0.11 -4.00 3.16
H 2.31 -1.87 -3.09
N -0.16 -0.01 2.16
H 3.19 -4.03 1.28
C 0.14 0.84 -5.21
N -6.93 1.59 3.09
C -2.83 -1.75 -2.63
C 2.45 0.99 -3.67
H -1.08 -4.32 1.40
C -0.59 -3.60 2.04
C 4.27 2.07 1.41
C 2.99 -3.56 0.32
C -0.08 4.52 0.83
H -3.24 2.83 0.82
C -5.75 1.34 2.51
C 0.23 2.15 2.12
C -5.19 0.05 2.50
H 4.93 1.76 2.20
H 1.52 3.16 3.49
C 2.59 2.85 -0.67
H -0.46 -4.13 -3.05
Sb 1.16 0.17 -1.03
H -7.45 0.86 3.54
H 1.39 1.39 -6.86
C 4.30 3.38 0.94
C 2.55 1.53 -0.20
C 3.33 -4.21 -0.86
N -0.56 2.19 1.04
H 0.17 -5.06 3.38
H -2.22 -2.93 -4.30
H -0.86 0.29 -3.39
C 0.89 3.27 2.62
H 1.29 -3.44 4.87
H -3.55 -1.16 1.88
```